Record 1
Computed, not measured: a structure of composition C20H18BN4O4Rh, with ωB97M-V/def2-TZVPD.

**LUMO level (spin up / spin down)**: -0.100 / -0.095 hartree
**E_HOMO (spin up / spin down)**: -9.43 / -9.40 eV

CARTESIAN COORDINATES (ANGSTROEM)
1 N -1.643 -0.159 1.320
2 H -2.184 -3.281 1.868
3 H 5.572 1.251 -5.086
4 B 2.359 -3.714 1.158
5 H 4.324 3.029 0.247
6 C -2.443 -2.542 1.109
7 C 4.029 0.350 3.027
8 H 5.470 0.430 -0.883
9 C 5.021 1.187 -4.156
10 N -3.199 -0.743 2.693
11 H 2.175 -3.843 2.370
12 O -3.371 2.560 4.201
13 C 3.420 0.137 1.799
14 N 0.696 -1.690 0.356
15 H 2.889 -0.786 1.602
16 N 1.621 0.643 -0.501
17 H 5.189 1.699 4.230
18 H -2.681 2.867 3.556
19 C 1.387 -2.551 0.679
20 C -1.169 2.139 1.919
21 C 2.859 0.906 -0.503
22 H 5.373 3.416 2.452
23 O -4.453 0.671 4.702
24 Rh 0.043 0.192 0.227
25 C 4.725 1.531 3.265
26 H 3.157 1.799 -5.040
27 H -1.711 -2.612 0.307
28 C 4.969 0.729 -1.794
29 C 3.663 1.493 -4.133
30 C 4.242 2.286 1.031
31 H -3.902 -1.268 3.195
32 C -1.942 0.919 2.109
33 C 5.671 0.804 -2.990
34 H 2.061 -4.729 0.531
35 C -3.647 1.285 4.049
36 C 4.831 2.498 2.267
37 C 3.614 1.028 -1.775
38 O -0.185 2.020 1.091
39 C -2.913 0.578 2.969
40 C -2.417 -1.171 1.688
41 O -1.474 3.151 2.541
42 H 3.500 -3.328 0.898
43 H 1.902 1.654 -2.910
44 C 3.532 1.106 0.808
45 H -3.433 -2.774 0.718
46 H 6.725 0.563 -3.009
47 C 2.957 1.411 -2.943
48 H 3.960 -0.408 3.797

=====

Record 2
Computed, not measured: a structure of composition C20H18BrIN2O4SbSe5Y, with ωB97M-V/def2-TZVPD.

**Charge**: -2
**LUMO level**: 0.137 hartree
**E_HOMO**: -2.54 eV

CARTESIAN COORDINATES (ANGSTROEM)
1 C 0.766 3.457 1.853
2 H 1.465 6.440 0.416
3 H -2.659 2.483 -2.506
4 C 2.918 5.134 1.320
5 C -0.032 -5.500 2.179
6 H 1.694 -4.534 1.306
7 C -1.003 1.829 -3.692
8 O -2.918 -2.437 3.218
9 H -2.662 0.297 0.118
10 H -3.730 -0.470 -1.024
11 C -1.138 -0.530 -2.165
12 Se 2.384 -0.672 3.093
13 Se 3.142 -2.840 0.058
14 Se 5.994 0.201 1.161
15 H 0.356 -2.441 -3.567
16 H 3.754 5.783 1.091
17 C 0.568 4.667 1.202
18 C -3.105 0.413 -0.874
19 O -2.294 -6.848 3.368
20 C -1.962 1.673 -2.705
21 H 0.250 -6.538 2.162
22 H -3.187 -3.926 3.538
23 Y 0.580 -1.101 0.934
24 C -1.807 -2.294 2.687
25 O -3.340 -4.918 3.686
26 H 2.210 2.145 2.733
27 H 1.525 -1.580 -2.587
28 N 0.757 -4.526 1.711
29 Sb 3.741 -0.620 0.983
30 O -1.262 -1.202 2.348
31 H 4.119 3.606 2.251
32 C -0.911 3.097 -4.501
33 Se -1.205 -2.117 -1.077
34 H -1.604 3.851 -4.125
35 C -2.047 0.512 -1.938
36 C 1.639 5.507 0.935
37 C -0.118 0.781 -3.911
38 C 2.049 3.098 2.243
39 C -0.164 -0.393 -3.170
40 N 0.194 -3.333 1.851
41 C -1.186 -4.901 2.654
42 C 3.123 3.931 1.976
43 H 0.652 0.886 -4.670
44 C -2.318 -5.640 3.263
45 Br -1.151 5.237 0.629
46 C -0.983 -3.524 2.421
47 Se 2.178 0.739 -0.456
48 H -1.149 2.918 -5.554
49 H 1.433 -1.237 -4.323
50 H 0.096 3.517 -4.460
51 H -3.733 1.306 -0.873
52 I -0.761 2.087 2.223
53 C 0.844 -1.474 -3.435

=====

Record 3
Computed, not measured: the molecule C20H18BrNO5, with ωB97M-V/def2-TZVPD.

**Structure (SMILES)**: C[C@@H](C(=O)OCC(=O)c1ccc(Br)cc1)N1C(=O)[C@@H]2[C@H](C1=O)[C@H]1C=C[C@@H]2C1
**LUMO level**: 0.011 hartree
**E_HOMO**: -9.17 eV

CARTESIAN COORDINATES (ANGSTROEM)
1 O 0.465 1.994 -0.443
2 O -2.848 1.386 1.686
3 O 3.376 3.930 -0.980
4 O 1.675 2.451 1.384
5 C -3.960 -2.511 -1.464
6 H 4.906 2.436 0.443
7 H 1.264 -0.837 1.444
8 H -3.831 0.620 -0.796
9 C 5.075 0.302 0.355
10 H -4.095 -3.042 -2.387
11 Br 5.282 -2.538 0.273
12 C 2.793 0.404 -1.237
13 H -5.892 -1.651 -1.002
14 H 1.002 2.763 -2.229
15 C -0.097 0.837 1.560
16 H 0.172 -0.883 2.840
17 C 0.777 -0.237 2.208
18 C 3.338 1.579 -0.724
19 C -3.241 -0.091 -0.217
20 C -4.856 -1.817 -0.773
21 C 4.502 -0.856 -0.148
22 H 0.876 3.966 -0.915
23 C -3.105 -2.287 0.696
24 C -4.143 -1.197 0.403
25 C -0.876 -0.577 -0.367
26 N -1.113 0.281 0.689
27 C 4.493 1.517 0.058
28 C 2.734 2.910 -0.947
29 H 2.941 -1.724 -1.338
30 H -0.641 1.392 2.338
31 H 5.959 0.250 0.971
32 H -2.164 -0.670 -2.079
33 C -2.633 -2.366 -0.760
34 C 0.787 1.851 0.841
35 C 1.218 2.958 -1.175
36 C 3.375 -0.816 -0.952
37 H 1.536 0.247 2.816
38 H -2.330 -1.988 1.401
39 H -1.863 -3.091 -1.007
40 H 1.915 0.423 -1.864
41 O 0.202 -1.003 -0.686
42 C -2.207 -0.891 -1.013
43 H -3.563 -3.214 1.033
44 C -2.445 0.638 0.837
45 H -4.759 -0.847 1.226

=====

Record 4
Computed, not measured: the molecule C20H18Cl2FN5O, with ωB97M-V/def2-TZVPD.

**Structure (SMILES)**: Cc1nn(Cc2ccc(Cl)cc2)c(Cl)c1/C=N/NC(=O)CNc1ccccc1F
**LUMO level**: 0.023 hartree
**E_HOMO**: -8.36 eV

CARTESIAN COORDINATES (ANGSTROEM)
1 C 6.075 0.070 -0.824
2 C -4.574 0.102 3.819
3 C 0.536 1.207 -4.147
4 H -6.228 -2.592 2.687
5 H 2.946 -3.120 -1.707
6 N 2.049 -0.550 -3.351
7 H 0.666 2.246 -3.847
8 C -0.389 0.936 -1.099
9 C -5.277 -1.079 3.862
10 H 4.545 -3.364 0.021
11 H -0.528 1.030 -4.298
12 C 6.014 -1.910 0.549
13 N 2.287 -1.220 -2.220
14 C -2.520 2.299 0.392
15 C 5.042 -0.438 -1.589
16 C 4.485 -1.677 -1.295
17 H -1.625 1.143 1.794
18 H 3.670 -2.377 -3.161
19 F -4.186 0.691 4.985
20 H -3.443 2.334 3.567
21 Cl 7.849 -0.047 1.205
22 H -5.670 -1.506 0.540
23 N -0.617 0.748 0.142
24 H -0.936 1.638 -1.723
25 C -3.428 2.792 1.530
26 H 1.065 1.033 -5.079
27 N -1.584 1.416 0.817
28 C 0.650 0.189 -1.749
29 C 1.069 0.296 -3.103
30 H 4.659 0.133 -2.422
31 C 6.557 -0.673 0.244
32 Cl 1.563 -1.465 0.327
33 N -3.474 1.896 2.658
34 H -5.506 -1.523 4.818
35 C 1.478 -0.801 -1.228
36 C -4.239 0.744 2.623
37 C -5.361 -1.055 1.471
38 C -5.676 -1.666 2.672
39 O -2.650 2.708 -0.743
40 H -4.415 0.587 0.491
41 H -3.024 3.753 1.858
42 H -4.420 2.979 1.095
43 H 6.395 -2.476 1.384
44 H 6.505 1.033 -1.050
45 C 3.342 -2.194 -2.134
46 C -4.652 0.132 1.440
47 C 4.976 -2.404 -0.221

=====

Record 5
Computed, not measured: a structure of composition C20H18IrN4O5S4, with ωB97M-V/def2-TZVPD.

**⟨S²⟩**: 6.020
**Charge**: -1
**LUMO level (spin up / spin down)**: 0.094 / 0.046 hartree
**E_HOMO (spin up / spin down)**: -3.79 / -4.67 eV
**Spin multiplicity**: 5

CARTESIAN COORDINATES (ANGSTROEM)
1 C 4.117 -0.807 4.445
2 C 1.772 -0.980 4.980
3 C -1.078 2.859 2.278
4 N 3.721 0.478 -0.909
5 C 4.089 1.184 -1.968
6 C 2.005 2.268 -2.068
7 H -4.280 -2.557 -1.976
8 H 4.252 -0.067 6.916
9 S 2.152 -1.521 1.021
10 N 1.615 1.575 -1.018
11 H -4.259 2.518 -5.006
12 H -2.540 1.702 -3.757
13 C 2.521 -1.296 2.732
14 C 3.833 -1.077 3.120
15 C 2.471 0.671 -0.477
16 C 1.490 -1.254 3.657
17 C -2.929 0.759 -3.397
18 C 3.088 -0.750 5.389
19 C -2.497 -1.348 -0.311
20 H -4.672 1.892 -6.619
21 H -1.607 -3.187 0.157
22 H 5.102 1.004 -2.317
23 O 0.883 -2.205 0.922
24 S -1.661 3.988 3.348
25 C -2.621 -2.782 0.136
26 H 2.609 -0.167 7.282
27 H 0.969 -0.920 5.705
28 C -4.073 1.719 -5.728
29 C -3.897 0.055 -4.063
30 H -3.014 1.720 -5.999
31 C -2.909 -0.929 -1.623
32 H 5.140 -0.628 4.758
33 O -2.011 -0.558 0.520
34 H 1.287 2.979 -2.463
35 C -4.360 -1.179 -3.561
36 C -2.364 0.284 -2.176
37 O 3.287 -2.121 0.375
38 H -5.110 -1.726 -4.115
39 C 3.269 2.099 -2.614
40 H 3.598 2.655 -3.479
41 N 3.373 -0.517 6.730
42 S -0.554 1.302 2.766
43 N 1.876 0.015 0.541
44 O -1.381 0.930 -1.684
45 H 4.613 -1.127 2.370
46 H -3.236 -3.389 -0.522
47 C -3.870 -1.637 -2.371
48 Ir -0.232 0.706 0.233
49 S -0.977 3.155 0.587
50 H 0.477 -1.438 3.324
51 O -4.475 0.463 -5.223
52 H -3.007 -2.811 1.154

=====

Record 6
Computed, not measured: a structure of composition C20H18N2O3SSc, with ωB97M-V/def2-TZVPD.

**Charge**: +1
**LUMO level**: -0.134 hartree
**E_HOMO**: -10.75 eV

CARTESIAN COORDINATES (ANGSTROEM)
1 H 0.000 1.502 3.558
2 C -1.446 -1.984 -0.164
3 C 6.397 -0.090 -0.455
4 C 4.894 -0.073 -0.271
5 C 3.990 0.028 -1.319
6 H 2.639 -0.081 2.237
7 N 2.173 0.065 0.225
8 H -2.287 -6.540 -0.904
9 C 0.021 2.467 0.311
10 C -1.655 1.313 2.202
11 H 1.004 -5.367 1.568
12 C 4.412 -0.099 1.033
13 H 2.219 2.347 2.911
14 Sc -0.069 -0.348 0.688
15 C -0.357 1.692 2.552
16 H -2.849 -4.154 -1.305
17 H 4.316 0.080 -2.348
18 H -3.096 1.166 0.617
19 H -1.599 2.188 -1.071
20 C 1.835 2.842 2.020
21 C -2.119 1.525 0.906
22 C 2.637 0.093 -1.027
23 O 7.107 0.336 0.427
24 C -0.136 -3.758 0.729
25 H 7.854 -0.746 -1.690
26 N 6.855 -0.642 -1.602
27 C -1.271 2.091 -0.045
28 O -1.900 -1.374 0.849
29 C -2.008 -4.425 -0.682
30 H 1.900 0.158 -1.820
31 H -0.375 -7.123 0.538
32 C 3.051 -0.032 1.235
33 H 6.269 -1.225 -2.174
34 C 0.161 -5.098 0.947
35 H 5.103 -0.162 1.862
36 H 2.558 2.743 1.213
37 H 1.747 3.905 2.254
38 C 0.488 2.315 1.624
39 S 0.935 -2.495 1.397
40 C -1.233 -3.446 -0.088
41 C -0.617 -6.084 0.360
42 H -2.274 0.792 2.920
43 H 0.690 2.866 -0.442
44 O -0.822 -1.251 -1.013
45 C -1.694 -5.757 -0.453

=====

Record 7
Computed, not measured: a structure of composition C20H19AlBN9, with ωB97M-V/def2-TZVPD.

**Charge**: +2
**LUMO level**: -0.261 hartree
**E_HOMO**: -14.52 eV

CARTESIAN COORDINATES (ANGSTROEM)
1 H -4.421 -0.212 -2.392
2 N 1.054 -0.891 -0.282
3 C 0.500 1.663 -4.253
4 H 4.900 1.368 4.727
5 N -1.517 1.712 1.784
6 N 3.346 1.846 2.606
7 H 0.723 -1.710 -4.165
8 C -0.609 0.197 3.038
9 H 1.566 -2.307 -1.735
10 C -1.458 0.936 3.842
11 C -2.019 1.886 3.001
12 H -2.052 -1.439 -1.896
13 Al 0.097 0.746 -0.011
14 H 3.829 2.657 2.984
15 C 0.668 -0.683 -3.841
16 C 2.491 1.973 1.602
17 H 0.527 0.176 -5.806
18 N -2.359 1.397 -0.479
19 H 4.276 -2.870 4.697
20 H 2.786 -2.646 2.729
21 H 5.312 -0.868 5.693
22 C 0.717 -0.397 -2.482
23 H -1.638 0.820 4.889
24 N -1.655 0.278 -0.738
25 H 0.468 2.506 -4.923
26 H 0.008 -0.641 3.300
27 N -0.656 0.675 1.787
28 B -1.706 2.392 0.448
29 C -3.541 1.336 -1.088
30 C 3.248 -1.785 3.180
31 C 1.097 -1.365 -1.470
32 N 1.724 -1.335 0.779
33 H -2.186 3.458 0.478
34 C -2.404 -0.490 -1.539
35 N 0.604 0.869 -2.011
36 C 2.992 -0.524 2.631
37 C -3.612 0.140 -1.785
38 H 2.296 2.969 1.222
39 H 0.427 2.864 -2.462
40 C 3.606 0.613 3.194
41 C 4.081 -1.898 4.272
42 C 2.152 -0.329 1.482
43 H -0.423 2.413 0.003
44 C 4.442 0.490 4.296
45 H -4.268 2.117 -0.993
46 C 4.671 -0.765 4.832
47 C 0.491 1.867 -2.879
48 N 1.883 0.967 1.031
49 C 0.552 0.366 -4.744
50 H -2.743 2.648 3.212

=====

Record 8
Computed, not measured: a structure of composition C20H19AlN6O7SbSe4, with ωB97M-V/def2-TZVPD.

**Charge**: -1
**LUMO level**: 0.024 hartree
**E_HOMO**: -4.18 eV

CARTESIAN COORDINATES (ANGSTROEM)
1 H -1.440 -1.287 2.868
2 N -0.628 1.870 2.818
3 O 1.056 3.698 0.876
4 N -2.132 0.106 -0.518
5 H -1.843 3.226 -4.410
6 C -0.158 2.282 -3.477
7 Se 5.791 1.622 1.918
8 C -2.599 -0.541 -1.764
9 C -0.572 -1.754 3.345
10 H -0.792 4.554 -0.473
11 N 0.069 1.366 -4.639
12 H 0.171 -0.980 3.512
13 H -3.252 2.032 1.993
14 H 0.383 1.807 2.923
15 C -2.973 0.831 0.277
16 C 0.663 2.172 -2.379
17 C 0.859 -5.058 1.014
18 C -0.173 -5.236 1.928
19 C -1.209 3.167 -3.543
20 C 1.467 -3.814 0.823
21 H -0.618 -6.218 2.073
22 C -0.614 3.911 -1.327
23 O -0.813 1.296 -5.467
24 H -1.738 -0.939 -2.287
25 H 2.738 -4.601 -0.715
26 Se 6.271 -2.476 1.346
27 H 3.550 -3.443 0.353
28 Se 3.710 -0.388 -1.037
29 C -1.402 3.981 -2.450
30 H 1.489 1.468 -2.377
31 Al 1.681 -0.088 0.161
32 C -2.562 1.452 1.395
33 C 2.607 -3.671 -0.153
34 C -0.817 0.015 -0.134
35 C -1.175 1.308 1.749
36 H -0.908 -2.127 4.317
37 O -3.190 5.037 -3.491
38 N 1.607 -1.429 1.405
39 C -0.036 -2.891 2.499
40 H -3.281 -1.356 -1.537
41 H -1.406 -4.274 3.404
42 O 1.038 0.658 -4.598
43 H 1.225 -5.907 0.438
44 H -3.998 0.884 -0.065
45 O 0.067 -0.548 -0.874
46 C 0.417 2.989 -1.284
47 Se 2.749 -0.826 2.758
48 C 1.015 -2.707 1.568
49 H 2.447 -2.862 -0.857
50 H -1.123 2.564 3.347
51 N -2.538 4.961 -2.478
52 C -0.609 -4.151 2.670
53 C 1.173 2.830 0.029
54 N -0.393 0.561 1.001
55 O 1.771 1.715 0.124
56 H -3.096 0.194 -2.394
57 O -2.816 5.514 -1.443
58 Sb 4.891 -0.499 1.239

=====

Record 9
Computed, not measured: a structure of composition C20H19AsN4O5STa, with ωB97M-V/def2-TZVPD.

**Charge**: +3
**LUMO level**: -0.420 hartree
**E_HOMO**: -17.47 eV

CARTESIAN COORDINATES (ANGSTROEM)
1 H -1.713 -3.552 -1.870
2 H 1.701 2.815 0.006
3 C 1.843 -0.097 2.285
4 C 4.816 0.087 -0.106
5 C -1.015 -3.764 1.571
6 N -0.260 2.008 0.015
7 C 1.755 -0.118 -2.377
8 O 0.525 -0.240 1.782
9 C 4.082 0.037 -1.317
10 H -7.047 -1.731 -0.129
11 N 2.073 -0.062 -0.052
12 C 2.766 -0.025 1.102
13 H 2.095 -3.084 1.196
14 C -3.652 -1.903 -0.172
15 C -1.600 3.877 0.094
16 H 2.291 -3.099 -0.586
17 C 2.720 -0.035 -1.227
18 C -6.026 -1.374 -0.111
19 O 0.462 -0.261 -1.832
20 H -0.610 -4.881 -1.435
21 H -0.873 -4.841 1.474
22 O 2.092 -0.048 3.428
23 H -2.465 4.523 0.126
24 C -4.448 0.360 -0.003
25 H 6.566 0.178 -0.901
26 H 1.715 -4.547 0.264
27 H 4.674 0.072 2.069
28 C 1.698 -3.457 0.253
29 H -0.017 -3.497 -2.384
30 C -1.539 2.523 0.055
31 O 6.116 0.157 -0.040
32 C -4.975 -2.299 -0.191
33 N -2.174 0.199 -0.037
34 N -3.869 1.628 0.060
35 C -2.557 1.492 0.034
36 H -6.588 0.700 0.039
37 Ta -0.056 -0.236 -0.012
38 H 4.566 0.050 -2.287
39 O 1.972 -0.073 -3.528
40 C 4.127 0.048 1.135
41 H -2.075 -3.532 1.613
42 C -5.783 -0.020 -0.017
43 C 0.634 2.980 0.028
44 C -0.695 -3.806 -1.590
45 As -0.160 -2.940 0.050
46 H -2.870 -2.640 -0.245
47 S -0.023 4.528 0.083
48 H -5.211 -3.351 -0.274
49 H -4.372 2.504 0.109
50 H -0.527 -3.411 2.477
51 C -3.389 -0.542 -0.070